[1]
DFT (wB97M-V/def2-TZVPD) results for a 2-piece molecular cluster, C10H16 overall at a distorted geometry.

Structure (ORCA input):
```
! RIJCOSX wB97M-V def2-TZVPD def2/J DEFGRID3
* xyz 0 1
C -2.51 0.11 -1.16
C -1.48 -0.97 -1.04
C -0.85 -1.47 -2.15
C 0.20 -2.39 -1.94
C 0.41 -2.88 -0.69
C -0.22 -2.39 0.49
C -1.20 -1.41 0.29
H -3.48 -0.30 -0.88
H -2.45 0.53 -2.15
H -2.38 0.88 -0.39
H -1.05 -1.25 -3.19
H 0.62 -2.89 -2.80
H 1.24 -3.54 -0.52
H 0.30 -2.74 1.36
H -1.77 -0.90 1.05
C 1.78 0.77 1.16
C 1.80 2.23 1.54
C 0.59 3.00 1.03
H 0.78 0.37 1.00
H 2.32 0.60 0.22
H 2.28 0.08 1.83
H 1.62 2.31 2.64
H 2.79 2.67 1.46
H 0.54 3.02 -0.06
H -0.30 2.55 1.48
H 0.44 4.00 1.42
*
```

SMILES = Cc1ccccc1.CCC
Strongest force on any atom = 2.51 eV/Å
Gap between HOMO and LUMO = 0.36595 Ha
Energy above the lowest of the compared OMol25 structures with the same formula, charge and spin = 23.4 kcal per mole

Population analysis type Mulliken, resulting atomic charges in e: -1.50 1.10 -0.52 -0.56 -0.38 -0.39 -0.55 0.33 0.39 0.30 0.35 0.36 0.31 0.38 0.39 -0.73 -0.24 -1.13 -0.03 0.30 0.38 0.18 0.34 0.29 0.26 0.39

=====

[2]
DFT (wB97M-V/def2-TZVPD) results for a 2-piece molecular cluster, C10H16 overall at a distorted geometry.

Structure (ORCA input):
```
! RIJCOSX wB97M-V def2-TZVPD def2/J DEFGRID3
* xyz 0 1
C -3.18 1.00 -0.06
C -1.92 0.48 0.60
C -1.13 1.29 1.40
C -0.09 0.76 2.16
C 0.21 -0.60 2.06
C -0.43 -1.35 1.09
C -1.58 -0.87 0.49
H -3.74 1.64 0.61
H -3.76 0.18 -0.47
H -2.92 1.66 -0.90
H -1.28 2.36 1.42
H 0.47 1.45 2.77
H 1.14 -0.95 2.49
H -0.18 -2.39 0.93
H -2.14 -1.45 -0.23
C 2.59 -1.49 -1.89
C 2.84 0.02 -1.78
C 1.82 0.90 -2.49
H 2.26 -1.74 -2.90
H 1.93 -1.89 -1.12
H 3.56 -1.95 -1.69
H 2.90 0.33 -0.73
H 3.87 0.22 -2.10
H 2.26 1.55 -3.24
H 1.09 0.30 -3.03
H 1.20 1.46 -1.79
*
```

SMILES = Cc1ccccc1.CCC
Strongest force on any atom = 1.64 eV/Å
Gap between HOMO and LUMO = 0.36838 Ha
Energy above the lowest of the compared OMol25 structures with the same formula, charge and spin = 14.1 kcal per mole

Population analysis type Mulliken, resulting atomic charges in e: -1.38 0.98 -0.47 -0.28 -0.71 -0.32 -0.60 0.34 0.36 0.30 0.35 0.38 0.36 0.44 0.27 -0.99 -0.24 -0.99 0.36 0.13 0.31 0.27 0.34 0.30 0.30 0.22

=====

[3]
DFT (wB97M-V/def2-TZVPD) results for a 2-piece molecular cluster, C10H16 overall at a distorted geometry.

Structure (ORCA input):
```
! RIJCOSX wB97M-V def2-TZVPD def2/J DEFGRID3
* xyz 0 1
C -1.36 -2.30 -1.42
C -0.67 -2.51 -0.01
C 0.33 -1.47 0.19
C 1.27 -1.02 -0.71
C 2.06 0.05 -0.23
C 1.93 0.81 0.93
C 1.19 0.15 1.91
C 0.32 -0.89 1.47
H -1.99 -1.41 -1.28
H -1.93 -3.24 -1.80
H -0.59 -1.97 -2.21
H -1.55 -2.48 0.62
H -0.11 -3.46 -0.05
H 1.47 -1.43 -1.61
H 2.82 0.47 -0.88
H 2.63 1.60 1.27
H 1.22 0.40 2.94
H -0.45 -1.30 2.29
C -1.39 2.22 0.09
C -0.20 2.82 -0.43
H -2.32 2.91 0.31
H -1.89 1.45 -0.56
H -1.11 1.48 0.94
H 0.49 3.05 0.32
H -0.50 3.78 -0.82
H 0.35 2.27 -1.30
*
```

SMILES = CCc1ccccc1.CC
Strongest force on any atom = 5.80 eV/Å
Gap between HOMO and LUMO = 0.36327 Ha
Energy above the lowest of the compared OMol25 structures with the same formula, charge and spin = 54.7 kcal per mole

Population analysis type Mulliken, resulting atomic charges in e: -1.00 -0.49 0.89 -0.72 -0.46 -0.73 -0.42 -0.38 0.26 0.29 0.27 0.30 0.29 0.64 0.31 0.45 0.41 0.09 -0.49 -0.77 0.28 0.13 0.08 0.24 0.38 0.18

=====

[4]
DFT (wB97M-V/def2-TZVPD) results for a 2-piece molecular cluster, C10H16 overall at a distorted geometry.

Structure (ORCA input):
```
! RIJCOSX wB97M-V def2-TZVPD def2/J DEFGRID3
* xyz 0 1
C 3.03 -0.96 1.04
C 2.02 0.08 0.53
C 1.56 -0.03 -0.78
C 0.74 0.98 -1.28
C 0.35 2.04 -0.46
C 0.92 2.17 0.79
C 1.77 1.20 1.32
H 3.55 -1.28 0.14
H 2.50 -1.79 1.47
H 3.73 -0.50 1.73
H 1.83 -0.85 -1.44
H 0.50 1.00 -2.34
H -0.29 2.78 -0.92
H 0.70 3.13 1.26
H 2.15 1.30 2.32
C -2.57 0.08 -1.17
C -1.69 -0.96 -0.49
C -2.40 -1.64 0.70
H -2.67 1.00 -0.59
H -3.55 -0.38 -1.30
H -2.15 0.34 -2.14
H -1.46 -1.74 -1.22
H -0.73 -0.54 -0.18
H -3.49 -1.65 0.57
H -2.07 -2.67 0.84
H -2.25 -1.10 1.63
*
```

SMILES = Cc1ccccc1.CCC
Strongest force on any atom = 2.03 eV/Å
Gap between HOMO and LUMO = 0.37238 Ha
Energy above the lowest of the compared OMol25 structures with the same formula, charge and spin = 12.5 kcal per mole

Population analysis type Mulliken, resulting atomic charges in e: -1.44 1.15 -0.53 -0.50 -0.50 -0.50 -0.63 0.35 0.28 0.39 0.34 0.40 0.46 0.33 0.39 -1.25 0.67 -1.25 0.25 0.44 0.31 0.21 -0.36 0.31 0.32 0.34

=====

[5]
DFT (wB97M-V/def2-TZVPD) results for a 2-piece molecular cluster, C10H16 overall at a distorted geometry.

Structure (ORCA input):
```
! RIJCOSX wB97M-V def2-TZVPD def2/J DEFGRID3
* xyz 0 1
C -0.77 3.68 -1.68
C 0.10 2.51 -1.26
C 1.22 2.75 -0.47
C 2.11 1.70 -0.30
C 1.74 0.42 -0.72
C 0.59 0.16 -1.46
C -0.28 1.26 -1.72
H -0.31 4.65 -1.51
H -1.79 3.58 -1.34
H -0.86 3.68 -2.78
H 1.18 3.72 -0.01
H 3.07 1.75 0.20
H 2.39 -0.40 -0.46
H 0.36 -0.75 -1.98
H -1.17 1.10 -2.32
C -2.01 -2.75 1.44
C -0.68 -3.05 2.15
C 0.52 -2.38 1.46
H -1.76 -2.47 0.40
H -2.44 -1.78 1.71
H -2.71 -3.57 1.45
H -0.67 -2.75 3.20
H -0.59 -4.13 2.12
H 1.26 -3.14 1.14
H 0.23 -1.79 0.60
H 1.30 -2.00 2.13
*
```

SMILES = Cc1ccccc1.CCC
Strongest force on any atom = 2.54 eV/Å
Gap between HOMO and LUMO = 0.36568 Ha
Energy above the lowest of the compared OMol25 structures with the same formula, charge and spin = 30.6 kcal per mole

Population analysis type Mulliken, resulting atomic charges in e: -1.43 0.88 -0.36 -0.67 -0.29 -0.64 -0.43 0.38 0.31 0.33 0.36 0.35 0.41 0.43 0.37 -1.07 -0.23 -0.63 0.28 0.29 0.33 0.27 0.25 0.32 -0.19 0.39